Entry from OMol25: C43H58N7P2Ti as an isolated structure in a non-equilibrium geometry (wB97M-V/def2-TZVPD).

Last column: Löwdin charge in e.
Atoms and positions in Å:
Ti -0.06584 -0.97874 -0.36683  1.05
C -4.55126 -3.39596 2.25147  -0.01
N -3.91917 -2.59824 1.21347  -0.10
C -4.54382 -1.69963 0.29783  0.03
C -3.52952 -1.07391 -0.32261  -0.13
N -2.28558 -1.43687 0.14640  -0.03
C -2.56302 -2.43013 1.07410  -0.42
P -1.44094 -3.84228 1.27547  1.20
C -0.88278 -3.86155 -0.44120  -0.40
N -0.57926 -2.79095 -1.22869  -0.08
C -0.43653 -3.27786 -2.53749  -0.08
C -0.69522 -4.59320 -2.57402  0.01
N -1.05418 -5.00037 -1.25044  -0.07
C -1.20873 -6.37824 -0.81623  -0.02
C -0.08148 -2.82216 1.95651  -0.37
N 0.65189 -1.82850 1.31764  -0.08
C 1.76675 -1.59864 2.04796  -0.13
C 1.82286 -2.47254 3.06301  0.02
N 0.61451 -3.23084 3.06062  -0.08
C 0.22746 -4.14790 4.11528  -0.01
H -5.58882 -3.05521 2.40166  0.12
H -3.97452 -3.30288 3.20029  0.11
H -4.56446 -4.46848 1.96452  0.11
H -5.61510 -1.57777 0.13193  0.15
H -3.55794 -0.42669 -1.19883  0.11
H -0.16711 -2.56812 -3.33268  0.14
H -0.57860 -5.24834 -3.46050  0.16
H -0.83059 -7.12204 -1.54392  0.12
H -2.28738 -6.59757 -0.65583  0.11
H -0.70612 -6.52590 0.16112  0.09
H 2.50064 -0.86937 1.69409  0.14
H 2.60605 -2.58556 3.78864  0.15
H 0.77715 -5.10591 4.15287  0.12
H -0.87383 -4.30269 4.06124  0.09
H 0.43662 -3.65693 5.10071  0.13
N 1.63028 -0.98087 -1.07942  0.02
C 2.70347 -1.42480 -1.62756  -0.22
C 3.77069 -0.50485 -2.08393  -0.16
C 5.11170 -0.90687 -2.31329  0.01
C 5.99977 -0.00970 -2.85270  -0.05
C 5.64094 1.28873 -3.17552  -0.01
C 4.35360 1.73009 -2.85696  -0.03
C 3.44746 0.82426 -2.31134  -0.02
C 2.93870 -2.88835 -1.84115  -0.16
C 2.88720 -3.86962 -0.81116  -0.02
C 3.10454 -5.21884 -1.07484  -0.06
C 3.30930 -5.65688 -2.38185  -0.05
C 3.32390 -4.73252 -3.41895  -0.06
C 3.18621 -3.38250 -3.15662  -0.02
H 5.44456 -1.91182 -2.03837  0.13
H 7.00704 -0.33122 -3.08437  0.13
H 6.31456 1.95621 -3.72967  0.14
H 4.01984 2.75503 -3.05067  0.11
H 2.47761 1.17226 -2.02923  0.07
H 2.64850 -3.54410 0.19356  0.09
H 3.02350 -5.94536 -0.27871  0.11
H 3.42343 -6.74002 -2.63231  0.14
H 3.48371 -5.05374 -4.45632  0.13
H 3.19816 -2.71875 -4.00838  0.13
C 0.87563 5.30335 -2.49761  -0.19
C 1.78516 4.89106 -1.35764  -0.19
C 1.11108 4.00822 -0.28998  -0.20
C -0.16077 3.27129 -0.71621  -0.42
C 0.00402 2.89188 -2.19712  -0.22
C 0.14571 4.10518 -3.15462  -0.16
P -0.67111 1.78608 0.30033  1.12
C -2.54770 2.24569 0.37545  -0.38
C -3.16825 2.11910 -1.05397  -0.24
C -4.70233 2.12395 -1.04735  -0.19
C -5.24750 3.23681 -0.14751  -0.17
C -4.12541 4.25804 0.21583  -0.18
C -3.01645 3.58475 1.04246  -0.20
C -0.07709 1.95885 2.09719  -0.45
C 1.40612 2.21695 2.28812  -0.23
C 1.87248 1.82785 3.71161  -0.17
C 0.69464 1.87363 4.69920  -0.20
C -0.22539 3.07016 4.42030  -0.15
C -0.86842 2.91868 2.99580  -0.19
H 1.44417 5.85788 -3.26010  0.12
H 0.13236 6.03208 -2.09591  0.13
H 2.17303 5.82478 -0.90612  0.13
H 2.64812 4.32742 -1.78040  0.10
H 0.86840 4.62447 0.59649  0.12
H 1.90811 3.31066 0.07925  0.10
H -1.03243 3.91114 -0.62909  0.10
H -0.82825 2.26265 -2.55801  0.09
H 0.89563 2.23849 -2.34966  0.09
H -0.83359 4.40427 -3.54845  0.11
H 0.67841 3.76190 -4.02497  0.10
H -2.91964 1.40345 0.96179  0.09
H -2.76719 1.21682 -1.53913  0.07
H -2.85385 2.97779 -1.64463  0.10
H -5.07434 1.14180 -0.69001  0.09
H -5.09426 2.27378 -2.05284  0.12
H -5.60880 2.79181 0.79519  0.12
H -6.09622 3.78369 -0.61611  0.13
H -4.59678 5.04390 0.80705  0.12
H -3.72956 4.73465 -0.67672  0.11
H -3.40809 3.44012 2.09720  0.13
H -2.16571 4.30305 1.12611  0.10
H -0.31442 0.93830 2.50401  0.10
H 1.58864 3.29553 2.16788  0.11
H 2.00098 1.70248 1.50940  0.10
H 2.71382 2.44767 4.05882  0.13
H 2.28633 0.80364 3.64619  0.09
H 1.03967 1.90842 5.72711  0.11
H 0.05654 0.97436 4.66227  0.11
H 0.34299 4.00114 4.50158  0.12
H -1.01544 3.08927 5.17104  0.12
H -0.87651 3.90117 2.51964  0.10
H -1.91736 2.54608 3.10909  0.11

Its charge is +3. Its HOMO-LUMO gap (spin up / spin down) is 6.66 / 6.66 eV.

=====

Entry from OMol25: a 11-piece molecular cluster, C43H59F30O24P overall in a non-equilibrium geometry (wB97M-V/def2-TZVPD).

Last column: Löwdin charge in e.
Atoms and positions in Å:
C -1.96985 -6.53400 5.35450  -0.07
C -0.61812 -6.23142 4.94375  -0.19
O -0.73339 -5.83881 3.52515  0.06
C 0.28204 -5.13681 3.10067  -0.39
O 1.30124 -4.86900 3.72798  0.11
C 0.13977 -4.64405 1.63988  -0.51
F -1.14076 -4.45659 1.21893  0.15
F 0.76186 -3.43831 1.60034  0.14
F 0.73166 -5.46666 0.81270  0.20
H -2.02009 -7.06080 6.30810  0.09
H -2.42173 -7.17391 4.63987  0.08
H -2.59414 -5.62848 5.45354  0.10
H 0.04989 -7.05913 4.97427  0.13
H -0.17239 -5.41940 5.50212  0.12
C 5.29884 -3.24968 2.31392  -0.05
C 3.81311 -3.22022 2.55389  -0.18
O 3.31546 -1.84057 2.58986  0.05
C 2.93712 -1.33425 1.46204  -0.39
O 2.86042 -1.90483 0.37358  0.11
C 2.29246 0.07395 1.59975  -0.55
F 1.00944 -0.07456 1.92311  0.19
F 2.99983 0.77728 2.48570  0.18
F 2.36664 0.67906 0.43274  0.16
H 5.53475 -2.82416 1.30961  0.10
H 5.76929 -4.23895 2.33899  0.09
H 5.80537 -2.63732 3.04186  0.07
H 3.43478 -3.68283 3.47383  0.12
H 3.33972 -3.72524 1.76303  0.09
C 2.44120 -1.53895 -3.61531  -0.04
C 2.68716 -2.86704 -2.95208  -0.21
O 1.94078 -3.90434 -3.55040  0.02
C 2.38504 -4.32059 -4.71027  -0.41
O 3.36313 -3.96918 -5.30904  0.18
C 1.48468 -5.47105 -5.18736  -0.56
F 0.24845 -4.94010 -5.48943  0.13
F 1.97043 -5.90122 -6.32770  0.18
F 1.36977 -6.48390 -4.36439  0.20
H 3.09201 -0.84198 -3.08683  0.08
H 1.40377 -1.19556 -3.47500  0.08
H 2.59811 -1.53380 -4.71047  0.09
H 2.43649 -2.84937 -1.91845  0.09
H 3.73825 -3.14934 -3.05431  0.13
C 2.56818 -0.83904 6.08498  -0.06
C 1.40051 -1.68915 5.72518  -0.17
O 0.40752 -0.88952 4.98480  0.07
C -0.60572 -1.60104 4.57704  -0.39
O -0.83437 -2.79891 4.68934  0.14
C -1.69021 -0.79214 3.83545  -0.48
F -1.95735 -1.37839 2.62239  0.13
F -2.80785 -0.73773 4.60662  0.15
F -1.33990 0.48157 3.60924  0.15
H 3.01934 -0.32459 5.21277  0.09
H 3.38529 -1.42648 6.45102  0.08
H 2.30235 -0.17423 6.90136  0.08
H 0.92181 -2.14586 6.61533  0.14
H 1.69767 -2.52891 5.11278  0.10
C -1.00899 -3.68000 -1.93628  -0.05
C -1.80055 -4.95311 -1.81022  -0.15
O -3.25328 -4.65038 -1.84698  0.05
C -4.00931 -5.67403 -2.07269  -0.47
O -3.76253 -6.81707 -2.23022  0.20
C -5.45116 -5.20764 -2.03359  -0.49
F -6.25731 -5.85643 -2.87628  0.18
F -5.87733 -5.28570 -0.72894  0.14
F -5.58327 -3.91912 -2.40797  0.15
H -1.40489 -3.12791 -2.78764  0.10
H 0.07473 -3.85254 -1.96950  0.08
H -1.10308 -3.07768 -1.00918  0.06
H -1.60948 -5.53765 -0.89502  0.12
H -1.63634 -5.60030 -2.69181  0.13
C -5.74314 4.16911 -1.47234  -0.06
C -6.25702 2.78397 -1.68359  -0.17
O -7.48060 2.63014 -0.90443  0.07
C -7.91666 1.44503 -0.81075  -0.45
O -7.42469 0.44095 -1.25123  0.15
C -9.32244 1.34512 -0.17751  -0.45
F -9.41814 0.30321 0.67789  0.15
F -9.69693 2.49952 0.52265  0.10
F -10.28563 1.19039 -1.11433  0.15
H -5.49392 4.40798 -0.44365  0.08
H -6.54883 4.87558 -1.81854  0.11
H -4.83022 4.22076 -2.02661  0.07
H -5.47923 2.04973 -1.37171  0.13
H -6.57973 2.61032 -2.68609  0.13
C 3.51753 4.47798 -4.89562  -0.08
C 4.96540 4.05857 -4.75255  -0.16
O 5.15219 3.58651 -3.34976  0.06
C 6.34270 3.19538 -3.08463  -0.43
O 7.36649 3.35634 -3.74390  0.14
C 6.45819 2.50344 -1.74415  -0.59
F 5.42207 1.69589 -1.65561  0.18
F 7.56624 1.79498 -1.69715  0.20
F 6.38572 3.39364 -0.74840  0.17
H 3.45227 4.82721 -5.92847  0.08
H 3.24812 5.32553 -4.24003  0.09
H 2.82654 3.64134 -4.79892  0.08
H 5.67335 4.87234 -4.99303  0.13
H 5.22188 3.28400 -5.47794  0.13
C 7.77937 7.49892 1.44141  -0.09
C 7.26055 6.48219 2.32530  -0.20
O 5.98126 6.01921 1.77390  0.04
C 5.56896 4.83115 2.18234  -0.43
O 6.15414 3.98415 2.75644  0.19
C 4.13327 4.57968 1.72619  -0.52
F 4.03386 4.07498 0.47133  0.13
F 3.59077 3.69659 2.55639  0.17
F 3.42115 5.72751 1.68491  0.15
H 8.64332 7.99284 1.80319  0.08
H 7.02889 8.30636 1.31528  0.10
H 7.92239 7.18169 0.41850  0.09
H 7.02814 6.91138 3.33100  0.15
H 7.93845 5.62173 2.49305  0.14
C -4.22907 -1.33872 -0.23318  -0.05
C -5.59176 -1.75691 0.12533  -0.19
O -5.43562 -3.06264 0.75102  0.05
C -6.09901 -3.19876 1.85729  -0.44
O -6.90944 -2.50633 2.38743  0.18
C -5.83089 -4.56868 2.47467  -0.58
F -5.85023 -4.47430 3.79208  0.18
F -6.78022 -5.44790 2.03705  0.14
F -4.67853 -5.06356 2.13771  0.19
H -3.70893 -2.07220 -0.81333  0.06
H -3.54950 -1.18618 0.64374  0.09
H -4.41933 -0.43164 -0.78233  0.08
H -6.24922 -1.79891 -0.72198  0.12
H -6.04537 -1.08251 0.84152  0.12
C -0.28681 5.30645 -4.37905  -0.05
C -1.25344 5.41873 -3.26956  -0.21
O -0.65537 5.99273 -2.07822  0.04
C -1.37993 5.81024 -0.97056  -0.40
O -2.48472 5.40303 -0.71873  0.16
C -0.56092 6.33833 0.20119  -0.50
F -0.80446 7.61307 0.45829  0.19
F -0.76051 5.61502 1.31517  0.16
F 0.80201 6.19472 -0.06840  0.10
H 0.58954 4.69949 -4.10311  0.07
H 0.03581 6.29651 -4.69374  0.09
H -0.80616 4.79609 -5.17538  0.09
H -1.68268 4.46016 -3.05964  0.10
H -2.08132 6.09163 -3.51794  0.14
C 1.59579 3.08746 -1.08483  0.01
O 0.09790 3.25056 -0.90091  -0.21
P -0.73617 2.02460 -1.42697  0.29
O -0.74522 1.78749 -2.84287  -0.21
O -0.11317 0.81810 -0.60827  -0.25
C -0.52304 -0.57303 -0.89151  -0.05
O -2.19844 2.29841 -0.85313  -0.22
C -2.36411 2.51794 0.57397  -0.05
H 1.81614 2.02104 -0.94103  0.07
H 1.98975 3.72414 -0.30453  0.07
H 1.93493 3.41212 -2.06586  0.08
H -1.27930 -0.76961 -0.13218  0.07
H 0.34664 -1.19755 -0.84106  0.06
H -0.96214 -0.79792 -1.87791  0.09
H -2.07385 3.51206 0.85523  0.06
H -1.62824 1.85939 0.98152  0.06
H -3.37433 2.29463 0.86959  0.09

Its structure (SMILES) is CCOC(=O)C(F)(F)F.CCOC(=O)C(F)(F)F.CCOC(=O)C(F)(F)F.CCOC(=O)C(F)(F)F.CCOC(=O)C(F)(F)F.CCOC(=O)C(F)(F)F.CCOC(=O)C(F)(F)F.CCOC(=O)C(F)(F)F.CCOC(=O)C(F)(F)F.CCOC(=O)C(F)(F)F.COP(=O)(OC)OC. Its HOMO-LUMO gap is 11.05 eV.